1.
The following is a quantum chemistry calculation of 2 unconnected molecules or ions with the total composition C3H8N2O2, from the Open Molecules 2025 dataset.

Values from the calculation:
- E_tot (eV) = -10310.412
- orbital gap (spin up / spin down) (eV) = 8.3 / 6.9
- F_max (eV Å⁻¹) = 1.84

```
15
Properties=species:S:1:pos:R:3:forces:R:3:nbo_charge:R:1
C -1.1255 0.1076 1.6832 0.15 0.11 -0.12 -0.262
O -0.6744 0.1483 0.3454 1.09 0.38 0.19 -0.654
N -0.6085 -1.7895 -0.5875 0.48 -0.58 -0.88 0.136
N -1.2087 -1.6345 -1.5733 -0.42 0.05 0.83 -0.279
H -1.2729 -0.7634 -2.1168 0.54 -0.02 -0.16 0.390
H -1.8972 -0.6625 1.7839 -0.02 0.07 -0.01 0.169
H -0.3109 -0.1310 2.3736 0.01 0.03 -0.07 0.199
H -1.5400 1.0836 1.9559 -0.04 -0.11 0.08 0.171
C 1.2641 0.9867 -1.0025 0.00 -0.25 -0.22 -0.661
C 0.9822 0.0374 0.1521 -1.68 0.60 0.46 0.487
O 1.6237 0.0612 1.1945 -0.03 -0.48 -0.35 -0.537
H 0.7657 -1.1079 -0.3660 -0.05 0.26 0.14 0.177
H 0.9693 1.9965 -0.7170 0.00 -0.09 0.09 0.240
H 0.7036 0.7028 -1.8939 0.01 0.05 -0.01 0.195
H 2.3294 0.9647 -1.2315 -0.04 -0.03 0.04 0.230
```
Positions in Å, forces in eV/Å.

2.
The following is a quantum chemistry calculation of a molecular structure, C13H36AgBr4F4N3O15S4V, from the Open Molecules 2025 dataset.

Values from the calculation:
- E_tot (eV) = -413304.883
- multiplicity = 4
- orbital gap (spin up / spin down) (eV) = 3.7 / 4.0
- F_max (eV Å⁻¹) = 9.33
- expectation value of S² = 3.8354

```
81
Properties=species:S:1:pos:R:3:forces:R:3:mulliken_spin:R:1
V -11.2759 14.8243 -12.5999 -4.80 2.54 -2.75 3.126
N -14.0318 16.4920 -9.7326 1.00 1.51 -0.40 0.001
H -13.8858 16.1732 -10.6798 -0.23 -0.46 -1.33 -0.004
H -13.1402 16.4062 -9.2660 0.13 0.14 0.69 0.002
H -14.7671 15.9410 -9.3132 -0.72 -0.69 0.47 0.001
H -14.3183 17.4591 -9.7858 0.01 0.30 -0.07 0.001
Ag -8.2740 15.6514 -10.1414 0.24 -0.88 -0.29 0.028
N -10.8562 13.2560 -11.3660 3.34 -4.07 -0.28 -0.062
S -10.9911 13.1153 -9.8220 -7.18 2.05 5.42 0.036
O -9.8923 13.6617 -9.0685 0.43 -0.25 0.01 0.013
O -11.7778 11.9628 -9.3423 2.66 2.99 -1.11 -0.004
F -12.0314 14.3975 -9.7675 1.00 -1.15 -0.05 -0.001
S -9.6306 11.9938 -11.3024 3.40 -2.73 -4.45 0.015
O -10.0584 10.6445 -10.9727 0.63 2.65 0.45 0.005
O -8.3071 12.4921 -10.9107 -2.46 -0.45 -0.27 0.019
F -9.4146 11.7764 -12.8886 -0.49 1.07 0.67 0.004
N -15.8849 14.8267 -9.1453 0.74 -3.43 3.06 -0.001
S -17.2750 15.1397 -8.5670 -6.03 4.91 -0.99 0.000
O -17.2949 16.2639 -7.6133 0.01 -2.54 -1.17 0.000
O -18.1788 14.0119 -8.4486 1.22 1.36 0.40 0.000
F -17.7926 15.9364 -9.9180 0.26 -0.84 0.82 0.000
S -15.4646 13.8348 -7.7773 3.75 -2.19 1.58 0.001
O -15.8364 12.4197 -7.7614 0.01 3.00 -0.55 0.000
O -15.1890 14.4830 -6.4868 -1.91 -0.36 -2.01 0.000
F -13.9686 13.8418 -8.2766 0.97 -0.61 -0.74 -0.003
C -13.5367 16.3421 -13.0049 2.92 4.90 5.06 0.009
O -12.4682 16.5221 -13.5959 6.72 -2.09 -6.12 -0.087
O -13.9260 17.4015 -12.5221 -5.32 2.29 -0.13 -0.043
O -13.4594 15.3701 -12.2173 -0.23 -7.05 2.39 -0.072
Br -14.2686 11.7733 -4.8715 1.42 0.23 0.32 0.000
C -12.3589 12.2014 -4.4895 0.86 0.41 -1.38 0.000
C -11.7101 13.0033 -5.6762 -0.64 -0.56 0.11 0.000
Br -9.8776 13.6367 -5.1914 -0.82 -0.03 -0.03 0.000
H -11.7733 11.2835 -4.4379 -0.47 -0.15 0.31 0.000
H -12.2407 12.7619 -3.5622 -0.45 -0.09 -0.11 0.000
H -12.3522 13.8059 -6.0392 0.31 0.39 0.47 0.000
H -11.5048 12.4056 -6.5643 -0.17 -0.34 0.33 0.000
Br -4.5737 11.6008 -10.2248 -0.56 -0.46 0.39 0.000
C -6.1303 10.8558 -9.2234 0.74 -0.79 0.70 0.000
C -5.6502 10.2690 -7.8728 0.90 0.69 -0.43 0.000
Br -4.5074 8.6722 -8.1057 -0.61 0.40 -0.01 0.000
H -6.5410 10.0322 -9.8073 -0.08 0.44 -0.28 0.000
H -6.8116 11.7001 -9.1178 0.01 -0.33 0.11 0.000
H -6.4307 10.0321 -7.1498 -0.15 -0.12 -0.44 0.000
H -4.9603 10.9743 -7.4093 -0.20 -0.01 0.09 0.000
C -11.4995 18.0988 -6.1017 -0.62 -0.06 -0.25 0.000
C -12.0436 16.7904 -6.7245 1.08 0.65 3.87 0.000
O -11.8851 16.7929 -8.0631 -0.15 0.11 -3.26 -0.001
H -12.1462 18.9127 -6.4294 0.10 0.16 -0.10 0.000
H -10.4846 18.3127 -6.4368 0.16 -0.06 -0.03 0.000
H -11.5118 18.1300 -5.0122 0.01 -0.34 -0.02 0.000
H -13.0798 16.6969 -6.3995 -0.16 -0.25 -0.62 0.000
H -11.4774 15.9520 -6.3188 -0.13 -0.20 0.38 0.000
H -11.0046 17.0745 -8.3219 0.00 0.11 0.32 0.001
C -11.8426 8.7071 -13.5644 -0.27 0.25 -0.12 0.001
C -12.1307 8.1560 -12.1951 -0.68 -0.75 1.13 0.000
O -12.4714 9.1310 -11.2117 0.30 0.02 -0.63 0.000
H -11.5852 9.7620 -13.4694 0.24 -0.09 -0.09 0.000
H -12.7523 8.6539 -14.1625 0.18 0.04 -0.28 0.000
H -11.0225 8.1673 -14.0378 -0.12 0.08 -0.18 0.000
H -11.3083 7.5446 -11.8236 0.30 0.00 0.00 0.000
H -12.9971 7.4946 -12.1940 0.03 -0.11 -0.27 0.000
H -11.6717 9.6579 -11.1449 -0.17 0.32 0.47 0.001
C -4.7040 14.3511 -13.1283 -1.19 -0.30 0.27 0.000
C -6.0030 14.2013 -12.2698 1.58 -0.63 -0.42 -0.002
O -6.5179 15.5023 -11.9071 -0.77 -0.01 0.84 0.001
H -5.0016 14.9001 -14.0217 0.44 0.25 -0.08 0.000
H -4.3333 13.3843 -13.4688 -0.30 -0.18 0.08 0.000
H -3.8639 14.8042 -12.6019 -0.35 0.34 0.06 0.000
H -5.7745 13.6375 -11.3653 -0.16 0.48 0.11 0.001
H -6.7595 13.6097 -12.7854 -0.05 0.19 -0.21 0.003
H -6.8509 15.9296 -12.6997 0.13 0.14 -0.25 0.001
C -13.7036 11.9888 -14.5943 -0.57 0.89 0.20 -0.011
C -12.2524 12.2021 -14.1374 -1.21 -1.78 -1.32 -0.008
O -11.9621 13.5604 -14.4297 1.30 0.35 1.39 -0.002
H -14.3539 12.7078 -14.0961 -0.07 -0.33 0.71 0.002
H -14.1574 10.9978 -14.5968 0.45 -0.04 0.40 0.000
H -13.8330 12.3755 -15.6052 0.53 -0.29 -0.51 0.000
H -11.6456 11.5378 -14.7527 0.43 0.14 -0.13 -0.003
H -12.0025 11.8998 -13.1204 -0.52 0.69 0.09 0.025
H -12.0606 13.6457 -15.3808 0.05 0.61 -0.03 0.003
```
Positions in Å, forces in eV/Å.

3.
The following is a quantum chemistry calculation of a molecular structure, C28H40BN6O2ReS, from the Open Molecules 2025 dataset.

Values from the calculation:
- E_tot (eV) = -56337.814
- multiplicity = 2
- orbital gap (spin up / spin down) (eV) = 6.2 / 6.5
- F_max (eV Å⁻¹) = 2.14
- expectation value of S² = 0.7632
- net charge = +3

```
79
Properties=species:S:1:pos:R:3:forces:R:3:mulliken_spin:R:1
Re -0.5608 0.0514 0.4288 1.89 0.44 -0.91 0.799
C -2.0540 2.1221 2.2148 -0.40 -0.15 0.14 0.022
C -3.3455 1.4997 1.6930 0.24 -0.07 -0.08 0.006
C -3.3972 -0.0029 1.7512 -0.33 0.07 0.16 0.008
C -4.5293 -0.5982 2.2944 0.09 -0.01 -0.08 -0.002
C -4.6321 -1.9758 2.3825 0.09 0.06 -0.05 0.010
C -3.5721 -2.7450 1.9194 -0.08 0.03 0.08 -0.006
C -2.4765 -2.1081 1.3890 0.04 -0.28 -0.05 0.018
N -2.3778 -0.7633 1.2890 0.85 0.49 -0.28 -0.054
N -0.8697 1.9750 1.3217 0.02 0.53 0.02 -0.036
C -0.9515 2.9082 0.1686 0.05 0.10 -0.21 0.039
C -1.8730 2.3379 -0.8720 -0.02 0.21 -0.16 -0.055
C -2.6456 3.1294 -1.6972 0.05 -0.06 -0.03 -0.003
C -3.4568 2.5256 -2.6512 0.09 -0.09 0.06 -0.001
C -3.4671 1.1386 -2.7468 0.02 0.11 -0.04 -0.005
C -2.6706 0.4046 -1.8928 -0.08 -0.39 0.01 -0.036
N -1.8803 0.9910 -0.9831 -0.19 0.05 1.21 0.066
C 0.3535 2.2158 2.1284 0.32 -0.04 -0.01 0.086
C 0.6295 0.9883 2.9529 0.13 0.11 0.29 -0.045
C 1.2418 1.0500 4.1885 -0.01 -0.04 -0.08 -0.005
C 1.4530 -0.1240 4.9014 -0.04 -0.03 -0.07 0.002
C 1.0299 -1.3308 4.3576 0.10 0.11 0.02 -0.003
C 0.4431 -1.3263 3.1102 -0.11 -0.29 -0.06 -0.007
N 0.2630 -0.1954 2.4126 -1.03 0.51 -0.23 0.032
H -1.8148 1.6589 3.1739 0.08 0.03 -0.02 -0.002
H -2.2336 3.1842 2.3978 0.17 0.02 -0.01 -0.001
H -3.5716 1.8357 0.6814 -0.10 0.05 0.04 -0.001
H -4.1512 1.8813 2.3179 -0.01 0.00 0.01 0.001
H -5.3313 0.0355 2.6466 0.00 0.00 0.02 0.000
H -5.5146 -2.4338 2.8093 0.00 -0.03 -0.01 0.000
H -3.5933 -3.8243 1.9705 0.03 0.00 -0.02 0.000
H -1.6454 -2.6888 1.0181 -0.01 0.07 -0.04 0.002
H 0.0371 2.9683 -0.2919 0.01 0.01 0.09 -0.001
H -1.2582 3.9110 0.4721 -0.05 -0.05 0.08 0.000
H -2.6193 4.2056 -1.5904 -0.01 0.00 0.02 0.000
H -4.0766 3.1304 -3.3001 -0.01 -0.02 -0.02 0.000
H -4.0826 0.6325 -3.4771 0.00 -0.04 0.03 0.001
H -2.6472 -0.6775 -1.9318 0.00 0.01 0.03 0.005
H 0.2570 3.0998 2.7619 -0.10 0.00 -0.03 0.005
H 1.1930 2.3677 1.4468 -0.06 0.04 -0.01 -0.004
H 1.5450 2.0073 4.5910 -0.04 0.01 0.02 0.000
H 1.9269 -0.0912 5.8737 -0.01 -0.02 0.01 0.000
H 1.1553 -2.2617 4.8919 0.00 -0.02 -0.03 0.000
H 0.1095 -2.2456 2.6460 -0.02 0.03 -0.01 0.006
O 0.5542 1.1231 -1.6192 -0.80 0.04 1.03 0.012
S 1.2955 1.0864 -2.9435 0.13 -0.57 -0.54 0.000
C 2.2090 -0.5065 -2.9848 0.08 0.19 -0.16 -0.002
C 1.7642 -1.2310 -4.2477 -0.10 -0.08 -0.08 0.001
C 0.2658 -0.9713 -4.3538 0.04 0.02 -0.03 0.004
C 0.1174 0.5395 -4.2339 0.17 -0.11 0.06 -0.001
H 1.8890 -1.0274 -2.0812 0.02 0.03 -0.05 0.000
H 3.2775 -0.3016 -2.9456 0.00 0.03 0.05 0.000
H 1.9924 -2.2952 -4.1984 0.03 0.04 0.09 0.000
H 2.2808 -0.8235 -5.1189 0.00 -0.01 -0.01 0.000
H -0.2540 -1.4717 -3.5316 -0.02 -0.02 -0.08 -0.004
H -0.1492 -1.3371 -5.2919 -0.03 0.01 0.01 0.000
H -0.8748 0.8857 -3.9522 0.04 0.15 0.04 0.000
H 0.4221 1.0461 -5.1513 0.02 0.04 0.02 0.000
B 0.4957 -3.7936 -1.8727 0.29 -0.85 -0.41 0.003
C 0.0869 -2.5793 -1.0991 -0.35 0.53 0.39 0.110
N -0.2263 -1.6320 -0.4769 0.20 -1.18 -0.77 -0.060
H -0.2753 -3.9447 -2.7904 -0.19 0.24 -0.04 0.035
H 1.6150 -3.6621 -2.2896 0.13 0.22 0.05 0.007
H 0.3744 -4.7659 -1.1736 -0.03 0.07 0.25 0.009
C 4.0905 1.6310 -0.2695 -0.03 0.16 -0.03 0.000
N 4.0217 0.2117 0.0711 -0.38 0.15 0.02 0.000
C 5.2933 -0.5068 0.1637 0.17 -0.27 0.10 0.000
C 2.8638 -0.3575 0.3754 0.45 -0.48 0.00 0.002
C 2.8690 -1.8265 0.6887 -0.08 0.07 0.04 0.007
O 1.8053 0.3328 0.3918 -1.32 0.15 0.35 0.040
H 4.7366 1.7657 -1.1353 0.01 -0.05 0.01 0.000
H 4.5025 2.2100 0.5587 0.01 -0.04 0.01 0.000
H 3.0961 1.9963 -0.5077 0.01 0.01 0.00 -0.001
H 6.0818 0.1191 -0.2420 -0.05 0.04 -0.04 0.000
H 5.2701 -1.4389 -0.3986 -0.03 0.05 -0.04 0.000
H 5.5463 -0.7345 1.2003 -0.03 0.05 -0.01 0.000
H 3.1901 -2.4042 -0.1801 -0.01 -0.02 0.00 0.000
H 1.8731 -2.1519 0.9696 0.06 -0.02 -0.03 -0.003
H 3.5613 -2.0472 1.5017 0.02 0.00 -0.02 0.001
```
Positions in Å, forces in eV/Å.

> Among the records above, which one has the highest E_tot?

C3H8N2O2

> What is the F_max in the second record?

9.33 eV Å⁻¹

> F_max of number 3 (C28H40BN6O2ReS)?

2.14 eV Å⁻¹

> What is the formula in the third record?

C28H40BN6O2ReS